21
Properties=species:S:1:pos:R:3:lowdin_charge:R:1 method="wB97M-V/def2-TZVPD" energy_ev=-14936.5786 homo_lumo_gap_ha=0.3056 e_lumo_ev=0.39 e_above_lowest_kcal_mol=59.3 homo_ev=-7.928
C -0.59565 1.40432 -0.58951 -0.168
C 1.10299 0.54006 -0.52299 -0.583
N -0.74649 2.25892 0.54573 -0.007
O 1.29651 0.01723 -1.77807 0.024
O 1.91192 1.29391 0.00109 -0.001
H 2.05942 0.49235 -2.14650 0.122
H 0.15385 2.65871 0.80209 0.069
H -1.09501 1.74463 1.35195 0.056
H -1.53792 0.95075 -0.89232 0.086
H -0.29055 1.98602 -1.46002 0.094
C -1.35848 -1.67463 -0.68408 0.007
N 0.77023 -0.97968 0.45453 -0.041
C -0.76343 -0.88400 0.44612 -0.425
N 1.36334 -0.93357 1.74496 0.077
O -1.31643 -0.61813 1.50052 0.086
H 1.14813 -1.74819 -0.10125 0.153
H 0.57895 -0.84276 2.40014 0.083
H 1.86442 -0.04275 1.78912 0.081
H -0.78770 -1.55768 -1.60526 0.085
H -2.38006 -1.33231 -0.84990 0.096
H -1.37802 -2.73319 -0.40636 0.104